Molecular formula: C25H26ClN3O2S
Method: DFT, ωB97M-V/def2-TZVPD

Last column: Löwdin charge in e.
CARTESIAN COORDINATES (ANGSTROEM)
C -6.045 -2.237 1.171  -0.0725
N -5.478 -1.641 2.381  -0.2344
C -5.999 -2.234 3.615  -0.0741
C -4.136 -1.145 2.350  -0.2211
C -3.860 0.231 2.326  0.0085
C -2.572 0.688 2.297  -0.0190
C -1.469 -0.201 2.288  -0.2091
C -0.171 0.362 2.276  0.0502
C 1.128 -0.203 2.309  -0.1892
C 2.232 0.685 2.308  -0.0002
C 3.520 0.228 2.336  0.0123
C 3.794 -1.149 2.368  -0.2192
N 5.137 -1.642 2.390  -0.2342
C 5.663 -2.243 3.618  -0.0747
C 5.703 -2.225 1.172  -0.0702
C 2.712 -2.038 2.371  0.0029
C 1.425 -1.585 2.347  0.0000
C -1.768 -1.584 2.304  0.0001
C -3.055 -2.036 2.335  0.0027
H -5.582 -1.795 0.292  0.0897
H -5.866 -3.311 1.156  0.0757
H -7.116 -2.053 1.134  0.0815
H -5.514 -1.781 4.476  0.0876
H -7.070 -2.059 3.684  0.0813
H -5.812 -3.305 3.632  0.0750
H -4.688 0.918 2.338  0.1180
H -2.383 1.749 2.299  0.1160
H -0.169 1.440 2.245  0.1123
H 2.043 1.745 2.296  0.1204
H 4.348 0.915 2.337  0.1191
H 5.180 -1.796 4.484  0.0874
H 5.476 -3.316 3.629  0.0747
H 6.734 -2.068 3.684  0.0814
H 5.235 -1.772 0.299  0.0914
H 6.773 -2.037 1.135  0.0817
H 5.525 -3.298 1.146  0.0757
H 2.921 -3.093 2.388  0.1209
H 0.651 -2.320 2.364  0.0816
H -0.993 -2.317 2.288  0.0821
H -3.262 -3.091 2.345  0.1210
N -0.072 4.369 -9.800  0.1632
C 0.099 4.046 -8.699  -0.1833
C 0.298 3.646 -7.368  -0.2385
C 0.869 2.414 -7.085  -0.0094
C 1.077 2.025 -5.780  -0.0407
C 0.719 2.863 -4.751  -0.2908
S 1.025 2.356 -3.057  0.6810
C -0.547 1.677 -2.556  -0.7563
Cl -0.817 1.330 -0.913  0.5877
O 1.988 1.203 -3.166  -0.3877
O 1.248 3.620 -2.269  -0.3881
C 0.158 4.089 -5.011  -0.0408
C -0.052 4.482 -6.315  -0.0094
H 1.150 1.772 -7.903  0.1217
H 1.541 1.081 -5.546  0.1151
H -1.307 1.460 -3.270  0.0019
H -0.087 4.737 -4.186  0.1198
H -0.484 5.441 -6.536  0.1212

The gap between HOMO and LUMO comes out at 2.87 eV. Its charge is 0. The value obtained for the HOMO energy is -5.771 eV. As for the energy relative to the best compared isomer or geometry (same formula, charge and spin): 79.8 kJ/mol. The calculated total energy is -2141.1287 Ha. Its spin multiplicity is 1.

---

Molecular formula: C25H26ClN4O5W
Method: DFT, ωB97M-V/def2-TZVPD

Last column: Mulliken spin population.
CARTESIAN COORDINATES (ANGSTROEM)
W 0.460 -0.127 -0.083  0.7603
C 2.595 2.780 -3.301  0.0191
O 3.328 1.596 -2.920  0.0159
C 2.898 0.438 -3.486  0.1653
C 3.425 -0.119 -4.631  -0.0588
C 2.846 -1.339 -5.000  0.2491
C 1.905 -2.098 -4.240  0.0178
C 1.443 -1.632 -3.026  0.1022
C 0.450 -2.364 -2.161  0.0016
N 0.385 -1.995 -0.987  0.0341
N -0.523 -2.069 -0.015  -0.0423
C -2.114 -0.444 0.793  0.0173
O -1.186 0.581 0.617  0.0675
C -3.500 0.127 0.802  -0.0009
C -3.722 1.430 1.284  0.0014
C -5.017 1.902 1.393  0.0001
C -6.084 1.094 1.020  0.0004
C -5.882 -0.182 0.522  -0.0006
C -4.580 -0.663 0.433  0.0008
C 1.816 -0.231 -2.787  0.2537
O 1.251 0.573 -1.922  0.2580
H 2.737 2.984 -4.364  -0.0006
H 3.017 3.589 -2.726  0.0003
H 1.542 2.659 -3.091  -0.0025
H 4.218 0.333 -5.212  0.0033
H 3.189 -1.773 -5.923  0.0078
H 1.548 -3.050 -4.620  0.0015
H -0.008 -3.259 -2.575  0.0013
H -2.889 2.040 1.587  0.0000
H -5.218 2.879 1.815  0.0001
H -7.088 1.482 1.161  0.0000
H -6.734 -0.800 0.241  0.0000
H -4.404 -1.665 0.038  0.0000
N 1.042 1.944 0.336  0.0068
C 1.975 2.331 1.442  0.0166
C 3.379 1.802 1.202  -0.0003
C 3.461 0.302 1.322  0.0002
N 2.707 -0.427 0.236  0.0064
H 1.368 2.350 -0.550  -0.0004
H 0.122 2.354 0.566  0.0027
H 1.538 1.981 2.378  -0.0016
H 1.950 3.411 1.467  -0.0044
H 4.031 2.233 1.963  0.0002
H 3.739 2.160 0.232  -0.0007
H 3.038 -0.010 2.264  0.0009
H 4.492 -0.030 1.285  -0.0001
H 2.649 -1.408 0.546  0.0013
H 3.226 -0.389 -0.640  0.0047
Cl -3.437 -2.643 5.249  0.0024
C -2.193 -2.006 4.250  0.0188
C -0.876 -2.008 4.659  -0.0088
C 0.050 -1.452 3.826  0.0225
C -0.327 -0.956 2.593  0.0073
O 0.742 -0.475 1.837  0.0287
C -1.661 -1.024 2.142  0.0271
C -1.713 -1.336 -0.487  -0.0021
O -1.199 -0.473 -1.445  0.0092
C -2.586 -1.517 3.024  -0.0098
H -0.579 -2.435 5.608  -0.0001
H 1.105 -1.411 4.096  0.0000
H -2.519 -1.973 -0.793  0.0009
H -3.628 -1.571 2.754  -0.0016

The gap between HOMO and LUMO (alpha / beta) comes out at 5.88 / 3.48 eV. Its charge is +1. The value obtained for the HOMO energy (alpha / beta) is -9.656 / -10.101 eV. As for the energy relative to the best compared isomer or geometry (same formula, charge and spin): 279.3 kJ/mol. The calculated total energy is -2090.4745 Ha. Its spin multiplicity is 3.